(a)
C7H8 | ωB97M-V with the def2-TZVPD basis set

Summary:
- HOMO energy: -0.332 Ha
- Orbital gap: 10.137 eV
- SMILES: Cc1ccccc1
- LUMO level: 1.11 eV

The geometry in XYZ format:
```
15
C7H8 ωB97M-V with the def2-TZVPD basis set
H 2.44975 1.46195 0.30036
C 1.87601 -0.45758 0.83731
C 1.59907 0.78272 0.28428
H 0.31199 2.00326 -0.93597
C -1.94446 0.42770 -1.04275
H -2.08873 -0.30084 -1.83218
C -0.62903 0.19159 -0.29643
H -1.86905 1.40295 -1.52189
H 0.88862 -2.26052 1.49528
C 0.40894 1.12094 -0.32808
H -1.32607 -1.63246 0.58736
C -0.46571 -0.99691 0.41485
H -2.72667 0.39508 -0.28767
H 2.75537 -0.82103 1.34553
C 0.75997 -1.31686 0.98000
```


(b)
C7H8 | ωB97M-V with the def2-TZVPD basis set

Summary:
- HOMO energy: -0.302 Ha
- Orbital gap: 7.925 eV
- SMILES: C=C=C=C/C=C/C
- LUMO level: -0.28 eV

The geometry in XYZ format:
```
15
C7H8 ωB97M-V with the def2-TZVPD basis set
H -1.99076 -4.03525 2.10726
C -1.42908 -1.87323 -0.28931
C 0.07002 0.40313 0.07688
C -0.81610 -0.66145 -0.65260
H 2.56451 2.65981 0.08375
H -2.99517 -4.74950 0.67886
C -2.21818 -3.95294 0.99212
H 2.06297 1.62293 1.33803
H 1.35919 3.23042 0.99149
C 0.71432 1.57409 -0.25389
C -1.80319 -2.86003 0.42204
C 1.69740 2.26624 0.60566
H 0.61647 2.01674 -1.31643
H -1.42409 -0.22166 -1.50206
H 0.17005 0.03840 1.17056
```


(c)
C7H8 | ωB97M-V with the def2-TZVPD basis set

Summary:
- HOMO energy: -0.362 Ha
- Orbital gap: 10.845 eV
- SMILES: C#CC[C@H](C)C#C
- LUMO level: 0.98 eV

The geometry in XYZ format:
```
15
C7H8 ωB97M-V with the def2-TZVPD basis set
H -0.47602 -2.20313 0.83836
H -3.89255 0.19936 -0.61411
C 2.40119 0.55035 -1.42995
H -0.19524 1.93063 -0.15667
H 3.19234 0.30143 -2.10275
H 1.16408 -1.51588 0.94430
C 0.45565 1.17137 0.29100
H -0.51952 0.06494 1.86562
C -0.42505 -0.03222 0.77556
C 0.18258 -1.40990 0.47100
H 0.31126 -1.53918 -0.60743
C -2.90258 0.13265 -0.22004
H 0.93434 1.64366 1.15773
C -1.78451 0.05928 0.22202
C 1.50843 0.82525 -0.66940
```


(d)
C7H8 | ωB97M-V with the def2-TZVPD basis set

Summary:
- HOMO energy: -0.289 Ha
- Orbital gap: 8.681 eV
- SMILES: C=C=C1C(C)=C1C
- LUMO level: 0.83 eV

The geometry in XYZ format:
```
15
C7H8 ωB97M-V with the def2-TZVPD basis set
C 0.86451 2.04569 0.00238
H 2.36648 -1.83010 0.98309
H -3.82720 -0.26287 -0.94552
C -0.63936 -0.28983 0.00364
H 2.69889 -1.55729 -0.73002
H 1.36506 2.31438 0.93208
H -3.87446 -0.29564 0.90544
C 1.90732 -1.73149 -0.00073
C 0.97303 -0.61737 -0.00030
H -0.03052 2.65191 -0.10757
C -3.30542 -0.29210 -0.00652
H 1.39924 -2.66455 -0.23574
H 1.54171 2.26479 -0.82110
C 0.51132 0.61306 0.00722
C -1.95059 -0.34857 0.01365
```


Which of them is least stable? Easy: (b).


(a)
CH3N5O2 | ωB97M-V with the def2-TZVPD basis set

Summary:
- HOMO energy: -0.301 Ha
- Orbital gap: 9.012 eV
- SMILES: Nn1nno/c1=N\O
- LUMO level: 0.82 eV

The geometry in XYZ format:
```
11
CH3N5O2 ωB97M-V with the def2-TZVPD basis set
N -0.55530 -0.54607 0.37499
N -1.29755 -0.23286 1.45963
N -1.10933 0.95091 1.79467
N 0.98634 0.51109 -0.94167
O -0.16829 1.52485 0.80271
H 2.07652 1.75050 -1.90393
O 1.56080 1.74271 -1.09646
H -0.90254 -2.46503 0.56277
C 0.07953 0.56438 -0.09465
H -0.03003 -2.02001 -0.84521
N -0.64015 -1.78046 -0.11285
```


(b)
CH3N5O2 | ωB97M-V with the def2-TZVPD basis set

Summary:
- HOMO energy: -0.318 Ha
- Orbital gap: 7.597 eV
- LUMO level: -1.07 eV

The geometry in XYZ format:
```
11
CH3N5O2 ωB97M-V with the def2-TZVPD basis set
H 0.16608 -2.50331 0.28583
N 1.12707 -0.83473 0.29761
O 0.28022 0.50759 -1.54009
O -1.88856 0.50541 -1.49585
N -0.82297 0.78567 -1.02461
N 0.23271 1.08462 1.04312
H -1.61428 1.67408 0.95258
N 0.07220 -1.50071 0.45747
N 1.30072 0.37342 0.71208
C -0.83543 1.16140 0.41307
H 1.98224 -1.25345 -0.10120
```


Which of them is least stable? Easy: (b).


(a)
Cl2H2NP | ωB97M-V with the def2-TZVPD basis set

Summary:
- HOMO energy (alpha / beta): -0.361 / -0.361 Ha
- Orbital gap (alpha / beta): 6.524 / 6.520 eV
- LUMO level (alpha / beta): -3.31 / -3.31 eV

The geometry in XYZ format:
```
6
Cl2H2NP ωB97M-V with the def2-TZVPD basis set
Cl -1.31425 -1.89818 -0.31957
P 1.04026 0.51822 0.25863
H 1.47524 -0.64250 0.84399
Cl -1.49227 1.51241 -0.28506
H 0.90706 0.13331 -1.15533
N -0.61604 0.37673 0.65734
```


(b)
Cl2H2NP | ωB97M-V with the def2-TZVPD basis set

Summary:
- HOMO energy: -0.373 Ha
- Orbital gap: 9.287 eV
- SMILES: [H]/N=P/Cl.Cl
- LUMO level: -0.88 eV

The geometry in XYZ format:
```
6
Cl2H2NP ωB97M-V with the def2-TZVPD basis set
Cl 2.95043 1.45994 -0.02187
P 2.26019 -0.45262 0.22219
N 2.10894 -0.95452 -1.23958
Cl -1.04731 1.72068 0.06937
H 0.18487 1.42746 0.35206
H 1.89663 -1.81922 -1.64105
```


Which of them is least stable? Easy: (a).